1.
Molecular formula: C6H7Cl
Method: DFT, ωB97M-V with the def2-TZVPD basis set

Cartesian coordinates (Å):
C 0.2370 -0.1959 1.6194
C 0.6247 -0.4787 0.0521
Cl 2.0303 -1.5703 -0.1139
C 0.8599 0.7677 -0.5349
C -0.1623 1.1323 -1.3271
C -1.2311 0.0546 -1.2844
C -0.6234 -0.8637 -0.4261
H 0.1215 -1.1288 1.9565
H 0.7914 0.4408 2.4840
H -0.8489 0.3531 1.5008
H 1.7883 1.2937 -0.0590
H -0.2820 2.1947 -1.6716
H -2.0920 -0.1354 -2.0641
H -1.2134 -1.8642 -0.1319

* charge: 0
* SMILES: CC1(Cl)C=CC=C1
* relative energy (zero: lowest compared OMol25 entry of this formula, charge and spin): 261.7 kJ/mol
* multiplicity: 1
* HOMO level: -8.736 eV

Atomic partial charges in e from the natural (NBO) method, atoms 1 to 8: atom 1 (C): -0.5633, atom 2 (C): -0.1494, atom 3 (Cl): -0.0137, atom 4 (C): -0.2126, atom 5 (C): -0.2328, atom 6 (C): -0.2366, atom 7 (C): -0.1864, atom 8 (H): 0.1935

---

2.
Molecular formula: C5H10O
Method: DFT, ωB97M-V with the def2-TZVPD basis set

Cartesian coordinates (Å):
C 1.2072 1.1879 -0.3811
C 0.5893 0.2373 0.6241
C -0.7583 0.5497 1.2867
O -1.1643 -0.8231 1.1815
C -0.1318 -1.0637 0.1979
C -0.7386 -1.1163 -1.1917
H 2.1151 0.7609 -0.8236
H 1.4965 2.1274 0.1044
H 0.5172 1.4334 -1.1946
H 1.3215 -0.0132 1.4030
H -1.4016 1.2074 0.6789
H -0.7547 0.9098 2.3210
H 0.4140 -1.9918 0.4114
H -1.4088 -1.9804 -1.2570
H 0.0300 -1.2085 -1.9685
H -1.3327 -0.2166 -1.3923

* charge: 0
* relative energy (zero: lowest compared OMol25 entry of this formula, charge and spin): 106.9 kJ/mol
* multiplicity: 1
* HOMO level: -9.545 eV

Atomic partial charges in e from the natural (NBO) method, atoms 1 to 8: atom 1 (C): -0.6177, atom 2 (C): -0.2552, atom 3 (C): -0.0593, atom 4 (O): -0.5343, atom 5 (C): 0.1081, atom 6 (C): -0.6408, atom 7 (H): 0.2137, atom 8 (H): 0.2155

---

3.
Molecular formula: C3H8N2O
Method: DFT, ωB97M-V with the def2-TZVPD basis set

Cartesian coordinates (Å):
C 0.3906 -2.1624 0.6741
N 1.0669 -0.8939 0.5711
C 0.4657 0.1606 0.2659
C 0.9788 1.5270 -0.0113
O -1.0381 -0.0639 -0.3289
N -1.5948 1.1210 -0.8205
H 0.4597 -2.6227 -0.3065
H -0.5794 -1.9663 0.8835
H 0.7685 -2.7818 1.4816
H 0.0964 2.1514 -0.2995
H 1.4371 1.8722 0.9361
H 1.6920 1.4075 -0.7763
H -2.5393 1.1987 -0.4957
H -1.6042 1.0527 -1.7737

* charge: 0
* SMILES: C/N=C(/C)ON
* relative energy (zero: lowest compared OMol25 entry of this formula, charge and spin): 385.1 kJ/mol
* multiplicity: 1
* HOMO level: -8.902 eV

Atomic partial charges in e from the natural (NBO) method, atoms 1 to 8: atom 1 (C): -0.4232, atom 2 (N): -0.4567, atom 3 (C): 0.5850, atom 4 (C): -0.7265, atom 5 (O): -0.4768, atom 6 (N): -0.5270, atom 7 (H): 0.2041, atom 8 (H): 0.1973

---

4.
Molecular formula: H16O8
Method: DFT, ωB97M-V with the def2-TZVPD basis set

Cartesian coordinates (Å):
O 20.6372 16.6328 -19.0354
H 21.0392 17.0453 -18.2598
H 19.7772 17.0626 -19.1202
O 15.1010 15.5892 -19.6303
H 15.0437 14.8556 -20.2073
H 15.8175 16.1143 -19.9400
O 17.9845 14.2029 -19.4882
H 18.7048 14.1927 -18.8521
H 17.5047 13.3946 -19.5140
O 19.6918 14.5954 -17.5681
H 18.8796 14.9238 -17.2188
H 20.1077 15.3242 -18.0422
O 16.6527 17.4296 -22.2123
H 16.7464 16.5317 -22.5373
H 15.9180 17.7684 -22.6943
O 17.7957 16.6896 -19.7657
H 17.9241 15.7289 -19.6556
H 17.5936 16.7489 -20.6942
O 17.1417 14.9895 -22.5119
H 16.3454 14.4376 -22.4937
H 17.2373 15.0282 -23.4381
O 16.9667 19.3578 -19.3114
H 17.0970 18.4719 -19.0683
H 17.1985 19.3252 -20.2181

* charge: 0
* SMILES: O.O.O.O.O.O.O.O
* relative energy (zero: lowest compared OMol25 entry of this formula, charge and spin): 226.6 kJ/mol
* multiplicity: 1
* HOMO level: -10.602 eV

Atomic partial charges in e from the natural (NBO) method, atoms 1 to 8: atom 1 (O): -0.9469, atom 2 (H): 0.4742, atom 3 (H): 0.5068, atom 4 (O): -0.9366, atom 5 (H): 0.4445, atom 6 (H): 0.4831, atom 7 (O): -0.9863, atom 8 (H): 0.4997

---

5.
Molecular formula: C6H14O4P2S
Method: DFT, ωB97M-V with the def2-TZVPD basis set

Cartesian coordinates (Å):
C -0.2282 1.0638 0.2803
C 2.0603 -2.0372 0.2453
C 1.0511 0.9531 -0.4733
C 2.9158 -0.8166 0.0562
C 2.3333 0.5687 0.2993
C -1.4206 1.1994 -0.5542
O -0.3354 1.3019 1.4561
O -0.8771 -0.9769 -2.0736
O -3.1633 -0.6046 -1.2371
O -1.3567 -1.4063 0.3180
P -2.9544 1.8261 0.3947
P -2.4096 -1.4918 1.6774
S -1.7403 -0.5769 -1.0070
H 2.7011 -2.8142 -0.1285
H 1.2472 -1.8953 -0.3154
H 1.7021 -2.0803 1.2271
H 1.2694 2.1016 -0.7851
H 0.8731 0.2957 -1.3373
H 3.7312 -1.0233 0.6527
H 3.2401 -0.6576 -0.8910
H 1.9363 0.6184 1.2942
H 3.1871 1.3924 0.1618
H -1.1104 1.8727 -1.7823
H -3.0807 3.1151 -0.2720
H -3.8905 1.1707 -0.5643
H -3.6369 -0.8729 0.9696
H -2.0441 -0.2256 2.3883

* charge: 0
* relative energy (zero: lowest compared OMol25 entry of this formula, charge and spin): 138.9 kJ/mol
* multiplicity: 1
* HOMO level: -9.647 eV

Atomic partial charges in e from the natural (NBO) method, atoms 1 to 8: atom 1 (C): 0.5138, atom 2 (C): -0.5975, atom 3 (C): -0.5316, atom 4 (C): -0.3878, atom 5 (C): -0.3892, atom 6 (C): -0.8142, atom 7 (O): -0.5418, atom 8 (O): -0.9058

---

6.
Molecular formula: C3H9N2O2
Method: DFT, ωB97M-V with the def2-TZVPD basis set

Cartesian coordinates (Å):
C -1.4653 0.4187 -0.2250
C -0.1747 0.0229 0.4597
C 0.7558 1.1442 0.2370
N 0.3263 -1.2701 -0.0894
O -0.4169 -2.3413 -0.3919
N 1.6438 -1.5103 -0.0621
O 1.8942 -2.6681 -0.6541
H -1.1812 0.7784 -1.3348
H -2.2881 -0.3302 -0.3657
H -1.9826 1.2063 0.2557
H -0.2166 -0.1676 1.4674
H 0.7755 1.7042 -0.6531
H 1.7104 0.7164 0.3159
H 0.7102 1.7552 1.1752
H -1.3436 -2.2149 -0.6684
H 2.8598 -2.6705 -0.7015

* charge: +1
* SMILES: CC(C)/[N+](O)=N/O
* relative energy (zero: lowest compared OMol25 entry of this formula, charge and spin): 643.8 kJ/mol
* multiplicity: 1
* HOMO level: -15.935 eV

Atomic partial charges in e from the natural (NBO) method, atoms 1 to 8: atom 1 (C): -0.6349, atom 2 (C): -0.0812, atom 3 (C): -0.6264, atom 4 (N): 0.2253, atom 5 (O): -0.4619, atom 6 (N): 0.2297, atom 7 (O): -0.4132, atom 8 (H): 0.2342

---

7.
Molecular formula: C33H40F12IN3O13
Method: DFT, ωB97M-V with the def2-TZVPD basis set

Cartesian coordinates (Å):
C -7.3631 2.4211 -2.5784
C -6.7997 1.0335 -2.4213
O -7.4330 0.1341 -1.9299
N -5.4966 0.8162 -3.0135
C -5.7838 0.3551 -4.3814
C -4.4873 0.0586 -2.2290
C -4.9530 -0.6187 -0.9269
C -5.4709 0.0274 0.3540
O -5.8022 -0.6687 1.2618
I -5.6714 2.1452 0.6412
C -3.8818 -1.1005 -3.0518
C -2.8043 -0.4982 -3.9060
O -2.0998 -1.0718 -4.7053
N -2.7161 0.8345 -3.5616
C -3.2011 0.9911 -2.1630
C -2.0706 0.5566 -1.2211
C -2.1535 0.9435 0.2396
C -2.3787 -0.0292 1.2071
C -2.4624 0.3147 2.5474
C -2.3154 1.6354 2.9269
C -2.0583 2.6218 1.9789
C -1.8839 4.0642 2.3861
C -1.9768 2.2598 0.6421
O -3.4982 2.3414 -1.9105
N -3.6355 3.1803 -3.0521
O -4.1241 4.1833 -2.7341
H -8.2339 2.3843 -3.2337
H -6.6188 3.1213 -2.9477
H -7.7054 2.7459 -1.5973
H -6.1713 -0.6668 -4.4196
H -6.5688 0.9973 -4.7878
H -4.9148 0.4649 -5.0253
H -5.7910 -1.2612 -1.2011
H -4.1652 -1.2829 -0.5710
H -4.5905 -1.7381 -3.5741
H -3.3498 -1.8060 -2.4047
H -1.7793 1.1853 -3.7353
H -1.1364 0.9693 -1.6137
H -1.9764 -0.5304 -1.2677
H -2.4871 -1.0669 0.9111
H -2.6423 -0.4510 3.2905
H -2.3971 1.8937 3.9763
H -2.3062 4.6988 1.6042
H -0.8467 4.3170 2.5618
H -2.4791 4.2503 3.2819
H -1.7857 3.0269 -0.0984
C 0.1744 -3.4389 -4.7922
C -0.0589 -4.0385 -3.4284
O 0.8669 -5.1014 -3.0995
C 2.0794 -4.7229 -2.7440
O 2.5197 -3.6132 -2.6979
C 2.8779 -5.9550 -2.2690
F 2.7772 -6.9787 -3.1151
F 2.3761 -6.3287 -1.0784
F 4.1591 -5.6563 -2.1067
H 0.1361 -4.2018 -5.5709
H -0.5981 -2.6970 -4.9834
H 1.1472 -2.9516 -4.8468
H -1.0382 -4.5082 -3.3706
H 0.0006 -3.2790 -2.6482
C 5.2240 2.9863 0.0635
C 4.3489 3.9497 -0.7044
O 3.0052 3.9820 -0.1697
C 2.8359 4.6924 0.9312
O 3.6516 5.3311 1.5242
C 1.3579 4.6154 1.3645
F 0.9153 3.3549 1.3565
F 0.6000 5.3316 0.5205
F 1.1985 5.1125 2.5864
H 4.7764 1.9917 0.0718
H 6.2074 2.9228 -0.4004
H 5.3549 3.3095 1.0956
H 4.2264 3.6298 -1.7363
H 4.7583 4.9590 -0.7066
C 2.7413 -5.2275 2.8873
C 1.9731 -4.5549 1.7725
O 0.5997 -4.2911 2.1455
C 0.3995 -3.2420 2.9231
O 1.2164 -2.4841 3.3525
C -1.1146 -3.0728 3.1797
F -1.6791 -4.2274 3.5383
F -1.7146 -2.6428 2.0584
F -1.3269 -2.1798 4.1367
H 2.2398 -6.1458 3.1936
H 3.7455 -5.4735 2.5441
H 2.8237 -4.5788 3.7581
H 1.9005 -5.2021 0.9058
H 2.4397 -3.6200 1.4630
C 6.1073 0.9033 5.5959
C 5.7884 1.2513 4.1599
O 6.9531 1.7461 3.4603
C 7.8198 0.8344 3.0528
O 7.7473 -0.3503 3.1798
C 8.9771 1.5297 2.3029
F 9.4489 2.5699 2.9938
F 8.5266 1.9800 1.1229
F 9.9703 0.6809 2.0821
H 6.5368 1.7638 6.1092
H 5.1956 0.6062 6.1128
H 6.8188 0.0810 5.6534
H 5.0715 2.0674 4.1059
H 5.3813 0.3995 3.6162

* charge: 0
* SMILES: CC(=O)N(C)[C@@]1(CC(=O)I)CC(=O)N[C@@]1(Cc1cccc(C)c1)ON=O.CCOC(=O)C(F)(F)F.CCOC(=O)C(F)(F)F.CCOC(=O)C(F)(F)F.CCOC(=O)C(F)(F)F
* multiplicity: 1
* HOMO level: -9.079 eV

Atomic partial charges in e from the Löwdin method, atoms 1 to 8: atom 1 (C): -0.0202, atom 2 (C): -0.5152, atom 3 (O): 0.1033, atom 4 (N): -0.0393, atom 5 (C): -0.0316, atom 6 (C): -0.2878, atom 7 (C): -0.1012, atom 8 (C): -0.7763

---

8.
Molecular formula: C26H32NO5PtS
Method: DFT, ωB97M-V with the def2-TZVPD basis set

Cartesian coordinates (Å):
O 4.6433 -2.0897 0.1629
C 3.2100 -2.5287 0.1654
C 3.2909 -3.1165 1.5856
H 3.0101 -3.2019 -0.6735
H 2.5568 -1.6386 0.1474
C 4.6401 -2.3508 1.5986
H 3.3806 -4.2070 1.6509
H 2.5910 -2.7138 2.3054
C 5.8077 -3.2469 1.9414
H 5.8856 -4.0286 1.1838
H 5.6600 -3.7527 2.9093
H 6.7161 -2.6451 1.9182
C 4.5881 -1.0590 2.4041
H 3.5910 -0.6187 2.5000
H 5.1947 -0.3209 1.8745
H 4.9973 -1.1870 3.4104
Pt -0.4740 -0.0219 -0.8174
C -1.4294 -0.8934 2.0963
C -2.3267 -0.4837 1.0991
C -2.0585 -1.2476 -0.1063
H -3.1592 0.2063 1.2234
C -0.7844 -2.0052 0.1661
C -0.5013 -1.8050 1.5690
H 0.2319 -2.3462 2.1550
H -1.5508 -0.6409 3.1411
H -2.8081 -1.4933 -0.8599
H -0.4485 -2.8372 -0.4630
C -0.9630 1.7972 1.2465
C -0.4028 1.3322 2.4211
C 0.9825 1.0071 2.1729
H -0.8904 1.3051 3.4003
C 1.2846 1.2680 0.8424
C 0.0372 1.7146 0.1426
H 0.0007 2.4296 -0.6819
H -1.9426 2.2369 1.1151
H 1.6432 0.5955 2.9361
H 2.2541 1.3409 0.3550
O 1.1863 -0.2573 -2.4751
C 2.6645 -0.0785 -2.4923
C 3.2162 -0.6310 -3.8002
H 3.1125 -0.5494 -1.6028
H 2.8620 0.9929 -2.5161
C 2.0026 -0.8126 -4.7119
H 3.6803 -1.6069 -3.6548
H 3.9303 0.0201 -4.3088
C 0.8296 -0.2789 -3.8847
H 1.9129 -1.8819 -4.9512
H 2.1142 -0.2630 -5.6592
H -0.0720 -0.8694 -4.0365
H 0.6399 0.7464 -4.2259
O -6.3179 -0.1075 0.7207
S -6.1301 0.5848 -0.5401
O -7.1293 0.4108 -1.5666
N -4.6149 0.3799 -1.1489
C -3.8057 1.4365 -0.9591
O -2.5501 1.4335 -1.1102
C -4.5375 2.6370 -0.4724
C -4.0084 3.8667 -0.0408
C -4.8449 4.7105 0.6915
C -6.1739 4.3633 0.9985
C -6.6691 3.1214 0.5747
C -5.8354 2.3006 -0.1740
H -2.9703 4.1284 -0.2851
H -4.4484 5.6475 1.0823
H -6.8261 5.0468 1.5443
H -7.6750 2.7565 0.7669

* charge: -1
* multiplicity: 3
* HOMO level (spin up / spin down): -3.455 / -3.900 eV

Atomic partial charges in e from the natural (NBO) method, atoms 1 to 8: atom 1 (O): -0.5648, atom 2 (C): -0.0781, atom 3 (C): -0.4585, atom 4 (H): 0.1820, atom 5 (H): 0.2086, atom 6 (C): 0.2624, atom 7 (H): 0.2018, atom 8 (H): 0.2182

---

Which of these has the highest multiplicity? C26H32NO5PtS